No. 1
A structure of composition C12H12BCl2F6N4O11P2S3. Source: the OMol25 dataset; level of theory: ωB97M-V/def2-TZVPD.

Geometry as ORCA input:
```
! RIJCOSX wB97M-V def2-TZVPD def2/J DEFGRID3
* xyz -1 1
C -2.93854 -0.16578 -1.44073
C -2.02171 -1.32917 -1.09551
Cl -1.66746 -2.21358 -2.60983
C -0.71705 -0.83579 -0.46442
Cl 0.40067 -2.17542 -0.05096
C -0.95578 0.05478 0.73528
C -1.45369 -0.42392 2.01421
C -1.75038 -1.88344 2.21105
B -0.55639 -2.63145 2.93938
O 0.48696 -1.92888 3.52327
O -0.58300 -4.00589 3.01098
C -1.63800 0.43825 3.06305
P -2.24541 -0.13634 4.66699
P -0.76714 0.55310 6.11115
O -1.37922 1.50445 7.05463
O -0.21487 -0.77225 6.80924
O 0.55453 1.04068 5.38582
C -1.30948 1.80609 2.87385
N -1.39326 2.78133 3.78712
S -0.89962 4.12850 3.07338
N -0.54640 3.58380 1.61246
C -0.82327 2.27817 1.62554
C -0.64335 1.36395 0.55200
O -0.10834 1.78715 -0.62103
N -0.58117 3.10700 -1.15509
O -1.72326 3.20450 -1.11582
H -3.35648 0.26633 -0.52944
H -2.39535 0.59880 -1.99427
H -3.77739 -0.52576 -2.03051
H -2.53654 -2.03814 -0.45801
H -0.19663 -0.27191 -1.23578
H -1.88098 -2.39929 1.27158
H -2.65512 -1.99138 2.81063
H 1.16558 -1.64836 2.89936
H 0.26687 -4.35871 2.72471
H -3.26670 0.77962 4.96211
H -0.95679 -1.20035 7.25591
H 0.52128 2.00245 5.29289
C 3.29747 1.35002 -2.69580
F 3.10758 1.36413 -1.37229
F 2.70043 2.42856 -3.21229
F 4.60753 1.44925 -2.93086
S 2.59816 -0.20894 -3.38593
O 1.19865 -0.14337 -3.05468
O 3.35201 -1.25623 -2.75579
N 2.96069 0.07597 -4.89121
S 2.58142 -0.96113 -6.02672
O 1.17770 -1.06320 -6.30891
O 3.34359 -2.17681 -6.01771
C 3.27396 0.01821 -7.42686
F 4.58556 0.22380 -7.28166
F 2.67709 1.20816 -7.53744
F 3.08102 -0.65158 -8.56707
*
```

The energy is -4933.06028 Ha. As for the frontier orbital gap: 7.2 eV. The value obtained for the highest occupied orbital energy is -0.243 Eh.

---

No. 2
A structure of composition C12H12BN6RhS4. Source: the OMol25 dataset; level of theory: ωB97M-V/def2-TZVPD.

Geometry as ORCA input:
```
! RIJCOSX wB97M-V def2-TZVPD def2/J DEFGRID3
* xyz 0 1
Rh -1.53876 -1.00809 -0.01470
S 0.70057 -1.01755 0.45335
C 0.71656 -2.72702 0.14816
S -0.95240 -3.16578 0.01125
C 1.79890 -3.49715 -0.09302
C 3.11242 -2.89448 -0.12593
N 4.14513 -2.39147 -0.19553
C 1.65131 -4.90337 -0.38927
N 1.52580 -6.02684 -0.60197
C 1.46190 -0.83151 -3.24302
N 1.03481 0.38194 -2.54023
C 1.86809 1.40701 -2.16746
C 1.10950 2.27771 -1.46109
N -0.17503 1.78540 -1.40242
B -1.36470 2.49870 -0.62868
N -1.33981 2.00089 0.88991
C -0.45126 2.48142 1.82708
C -0.65331 1.81735 2.98763
N -1.68191 0.93396 2.75728
C -2.22062 -0.01364 3.73407
C -2.09037 1.04758 1.47604
S -3.43026 0.15383 0.76571
C -0.19833 0.61667 -2.06124
S -1.54103 -0.49482 -2.20587
H 2.54684 -0.86872 -3.20936
H 1.11803 -0.82152 -4.27340
H 1.05141 -1.69564 -2.72785
H 2.91152 1.41939 -2.43064
H 1.37376 3.21905 -1.00984
H -1.11647 3.68726 -0.61716
H -2.41016 2.20230 -1.12841
H 0.24768 3.26542 1.59298
H -0.17282 1.89868 3.94741
H -1.62137 0.06581 4.63629
H -2.15778 -1.02489 3.34398
H -3.25784 0.22210 3.95593
*
```

The energy is -2521.23414 Ha. As for the frontier orbital gap: 6.5 eV. The value obtained for the highest occupied orbital energy is -0.304 Eh.

---

No. 3
A structure of composition C12H12Br33FN2O3S. Source: the OMol25 dataset; level of theory: ωB97M-V/def2-TZVPD.

Geometry as ORCA input:
```
! RIJCOSX wB97M-V def2-TZVPD def2/J DEFGRID3
* xyz 0 1
N 2.50730 -0.69942 5.22400
C 2.19873 0.35838 5.03847
O 1.51061 1.40597 4.51868
N 0.29920 1.60078 5.18155
S -0.72148 0.22825 5.14021
O -0.56441 -0.52036 3.94737
O -2.07643 0.64115 5.26539
F -0.44978 -0.67685 6.44002
H 0.45556 1.84025 6.17084
C -0.79172 -2.78637 1.14899
Br -2.47166 -3.42216 1.85292
Br 0.69566 -3.85858 1.75141
Br -0.83752 -2.64622 -0.77940
H -0.64040 -1.78598 1.53768
C -4.64845 2.77013 4.46265
Br -5.58169 3.43418 6.01830
Br -5.77652 1.64180 3.37735
Br -3.86461 4.20346 3.42989
H -3.83263 2.15355 4.82046
C 2.86937 -2.98371 -2.14359
Br 3.78497 -4.33575 -1.11146
Br 3.86564 -1.33254 -2.19014
Br 2.43019 -3.60597 -3.91901
H 1.93215 -2.77716 -1.63840
C 3.64970 -7.14774 1.78517
Br 5.30357 -8.12975 1.95581
Br 2.13367 -8.18445 2.37984
Br 3.73706 -5.43642 2.67578
H 3.50495 -6.94966 0.72951
C 1.07430 -11.48027 5.14757
Br 2.54795 -10.81053 6.19968
Br 0.27593 -13.04730 5.94521
Br -0.23826 -10.10641 4.80103
H 1.47904 -11.78204 4.18934
C 1.51630 2.14282 -2.65035
Br 3.01178 2.77000 -1.60082
Br 0.67051 0.60828 -1.84102
Br 0.25123 3.55772 -3.00353
H 1.91292 1.82018 -3.60569
C 5.00986 -1.28831 -6.67972
Br 6.20658 -1.55856 -5.18878
Br 3.49571 -0.18836 -6.19460
Br 5.93598 -0.58995 -8.22402
H 4.61945 -2.26027 -6.95590
C -7.51559 2.46090 -0.52366
Br -5.78950 3.27131 -0.23848
Br -7.45508 0.54429 -0.28591
Br -8.87906 3.27880 0.57364
H -7.78663 2.64465 -1.55623
C 9.99977 -1.07564 -2.79728
Br 10.64756 -1.65330 -4.52183
Br 8.18172 -1.65027 -2.48906
Br 11.17489 -1.62523 -1.36718
H 9.99366 0.00725 -2.80596
C -6.08221 7.29931 -2.40387
Br -4.45409 6.26806 -2.25873
Br -7.62614 6.30588 -1.79990
Br -5.93264 9.00117 -1.50503
H -6.23142 7.50892 -3.45591
C -5.68092 11.32076 -5.08012
Br -7.18442 12.52974 -5.02368
Br -6.22060 9.53241 -5.57239
Br -4.27090 11.98024 -6.22156
H -5.27870 11.26495 -4.07555
*
```

The energy is -86239.92496 Ha. As for the frontier orbital gap: 9.5 eV. The value obtained for the highest occupied orbital energy is -0.371 Eh.

---

No. 4
The molecule C12H12BrNO2S2. Source: the OMol25 dataset; level of theory: ωB97M-V/def2-TZVPD.

Geometry as ORCA input:
```
! RIJCOSX wB97M-V def2-TZVPD def2/J DEFGRID3
* xyz 0 1
O -0.79870 3.25214 2.11955
S -0.35597 1.91529 1.86486
O 0.54693 1.28932 2.78764
N 0.27643 1.90864 0.31154
H 0.71342 2.79493 0.10409
C 1.10925 0.76547 0.00715
H 0.54401 -0.11752 0.31628
H 2.04695 0.78183 0.57771
C 1.40403 0.68782 -1.49495
C 2.18617 -0.53759 -1.82064
C 3.48333 -0.63566 -2.21447
C 3.90831 -1.97065 -2.40987
C 2.92753 -2.87001 -2.15613
S 1.46163 -2.10776 -1.67474
H 2.96579 -3.93901 -2.21997
H 4.90016 -2.24072 -2.72452
H 4.11977 0.21764 -2.36775
H 0.45318 0.68904 -2.03292
H 1.97299 1.56812 -1.80102
C -1.76873 0.85022 1.61760
C -2.85510 1.35043 0.92616
C -3.94960 0.53555 0.69712
C -3.92316 -0.76953 1.16794
C -2.83474 -1.27325 1.86356
C -1.74608 -0.44749 2.08929
H -0.88243 -0.79028 2.63703
H -2.84138 -2.29078 2.22257
Br -5.41914 -1.89276 0.85498
H -4.81262 0.90304 0.16365
H -2.83225 2.37356 0.58827
*
```

The energy is -4040.08505 Ha. As for the frontier orbital gap: 9.4 eV. The value obtained for the highest occupied orbital energy is -0.331 Eh.

---

No. 5
A structure of composition C12H12ClNO6RhS2. Source: the OMol25 dataset; level of theory: ωB97M-V/def2-TZVPD.

Geometry as ORCA input:
```
! RIJCOSX wB97M-V def2-TZVPD def2/J DEFGRID3
* xyz 0 2
Rh 0.30545 -1.37367 -0.43497
O -1.47235 -0.71066 0.17289
N -1.80411 -0.96284 1.44726
C -2.97866 -0.44741 1.86857
C -3.41377 -0.66672 3.14228
C -2.61547 -1.42767 4.00393
C -1.42123 -1.92652 3.55526
C -0.99670 -1.68586 2.24012
S 0.50844 -2.25467 1.61674
H -3.50121 0.12550 1.11897
H -4.35579 -0.24686 3.45989
H -2.93335 -1.61388 5.02043
H -0.77174 -2.50825 4.19367
O 2.15957 -3.62836 -3.23435
Cl 1.24609 -2.89873 -2.44350
O 0.24554 -3.73380 -1.83885
O 0.61377 -1.81631 -3.15607
O 2.00438 -2.24257 -1.30810
C 2.01060 2.92771 1.08373
S 1.03534 1.41414 1.00047
O -0.32282 1.76992 1.48898
C 0.96163 1.32899 -0.79977
C -0.23333 1.64302 -1.43459
C -0.27788 1.62874 -2.82172
C 0.85663 1.30656 -3.55321
C 2.04111 0.97519 -2.90837
C 2.09820 0.97590 -1.52489
H 1.46515 3.71993 0.57303
H 2.98203 2.75830 0.62174
H 2.13185 3.16276 2.13964
H -1.09726 1.88281 -0.82896
H -1.20336 1.86188 -3.33128
H 0.81115 1.28314 -4.63370
H 2.91143 0.68801 -3.48235
H 3.01069 0.69229 -1.01292
*
```

The expectation value of S² is 0.7538. The energy is -2337.43348 Ha. As for the frontier orbital gap (spin up / spin down): 8.0 / 7.3 eV. The value obtained for the highest occupied orbital energy (spin up / spin down) is -0.311 / -0.309 Eh.

---

No. 6
A cluster of 5 separate species, C12H12F24N5O17S8 in total. Source: the OMol25 dataset; level of theory: ωB97M-V/def2-TZVPD.

Geometry as ORCA input:
```
! RIJCOSX wB97M-V def2-TZVPD def2/J DEFGRID3
* xyz -2 2
C -0.18991 -27.51096 7.65770
C -1.67300 -27.13633 7.63817
C -2.35573 -27.95108 6.50348
O -3.72104 -27.66912 6.38279
C -4.34925 -28.57862 5.47672
N -2.30501 -27.49825 8.95912
H -3.18001 -27.98958 8.84474
H -1.70609 -28.11100 9.49386
H -2.52766 -26.62706 9.41907
H 0.24953 -27.03548 6.78082
H -0.00444 -28.57341 7.49988
H 0.37070 -27.03276 8.46090
H -1.90882 -26.08746 7.45828
H -2.33961 -29.01984 6.71697
H -1.77177 -27.76724 5.60166
H -4.64029 -29.50098 5.97938
H -3.60977 -28.92864 4.75647
H -5.18166 -27.99750 5.07989
C -2.99653 -31.13178 9.51467
F -3.40962 -32.33147 9.64632
F -3.40301 -30.54115 8.41510
F -3.49056 -30.42873 10.45614
S -1.06255 -31.17078 9.73777
O -0.70220 -32.35467 10.48616
O -0.75823 -31.33035 8.34094
N -0.78836 -29.61021 10.45548
S 0.61930 -29.71377 10.93105
O 0.76056 -30.55842 12.09096
O 1.64241 -29.89776 9.89355
C 0.79528 -27.96267 11.75426
F 0.60254 -27.93073 13.13781
F 2.03027 -27.37894 11.51143
F -0.10147 -27.10089 11.34023
C 3.14788 -26.75620 7.84966
F 2.45538 -25.67269 7.48690
F 3.35375 -26.82883 9.14154
F 2.50006 -27.89462 7.46529
S 4.88119 -26.63718 6.97107
O 4.99199 -25.27123 6.43764
O 5.89869 -26.90399 7.99868
N 4.69266 -27.71317 5.66232
S 6.13604 -28.05065 5.21557
O 6.72270 -27.00610 4.31090
O 6.97466 -28.66265 6.22112
C 5.74488 -29.45739 3.95961
F 4.90052 -30.28426 4.48224
F 5.04798 -28.89559 2.94733
F 6.78810 -30.10066 3.53488
C 2.38080 -30.25121 0.36092
F 3.52018 -30.49300 0.98619
F 2.34377 -29.04689 -0.22594
F 2.25014 -31.29648 -0.54258
S 1.08965 -30.47446 1.72233
O 0.00528 -31.12299 0.99304
O 1.57409 -31.17640 2.91084
N 0.91116 -28.87227 2.28775
S -0.57529 -28.81150 2.58076
O -1.37317 -28.82163 1.38320
O -1.04556 -29.63373 3.73021
C -0.71762 -26.98795 3.19026
F -0.36149 -26.18805 2.22158
F -1.97798 -26.72362 3.36502
F 0.00404 -26.91370 4.28144
C -0.33026 -23.78609 9.13393
F 0.52026 -22.78987 9.26278
F 0.13434 -24.64067 8.17126
F -0.22401 -24.36749 10.38298
S -2.18335 -23.34920 8.79252
O -2.54519 -22.20656 9.60116
O -2.23588 -23.15134 7.38232
N -3.02899 -24.70196 9.21337
S -4.48254 -24.08764 9.37426
O -4.76473 -23.75288 10.80199
O -5.03938 -23.07457 8.43623
C -5.47666 -25.60143 8.94145
F -5.13473 -26.17997 7.84696
F -5.48159 -26.46287 9.98309
F -6.82446 -25.22372 8.80799
*
```

The expectation value of S² is 0.7610. The energy is -7599.36836 Ha. As for the frontier orbital gap (spin up / spin down): 8.4 / 3.0 eV. The value obtained for the highest occupied orbital energy (spin up / spin down) is -0.183 / -0.183 Eh.